(1)
DFT (ωB97M-V with the def2-TZVPD basis set) results for a molecular structure, C4H16N4O in a non-equilibrium geometry.

Geometry as XYZ:
```
25
Properties=species:S:1:pos:R:3
C -0.9380 -1.5312 0.0328
H 0.6476 -0.0634 -2.6014
H 1.9645 -1.5659 -1.1570
N -1.7904 1.7241 1.6178
O -2.2951 1.0959 -0.5123
H -0.0824 -2.2052 -0.0860
H -0.7236 -0.5803 2.7249
H -2.6711 2.2079 1.7818
H 3.3655 -0.4887 -1.2709
C 2.4304 -0.6673 -0.7210
C 1.1741 0.7788 -2.1263
N -0.5135 -0.2742 0.6428
H -1.3236 -1.3573 -0.9741
H -1.7117 -2.0207 0.6314
H 2.7266 -0.8975 0.3063
H 0.7576 -1.3078 1.9795
H -3.0995 0.5941 -0.7168
N -1.9903 0.6051 0.8194
H 2.0457 1.0442 -2.7401
C 0.0647 -0.4615 1.9720
N 1.5517 0.4802 -0.7595
H 0.5054 1.6463 -2.1299
H 0.3812 0.4649 -0.1271
H -1.1325 2.3630 1.1719
H 0.6566 0.4166 2.2419
```

Calculated values
Frontier orbital gap, eV: 7.48
Energy relative to the best compared isomer or geometry (same formula, charge and spin), eV: 3.897
LUMO level, eV: 0.70


(2)
DFT (ωB97M-V with the def2-TZVPD basis set) results for a molecular structure, C22H39Cl2CrN4O3S in a non-equilibrium geometry.

Geometry as XYZ:
```
72
Properties=species:S:1:pos:R:3
C 0.3856 2.4522 -2.9932
N 2.9869 1.0134 -1.2186
H 4.5384 1.6988 0.0589
O 0.8918 -0.5957 -3.5452
H 1.5108 -5.5213 -1.1506
H -1.6490 -1.9300 2.7287
C -0.9526 1.7702 -4.9190
C -0.9903 -2.3144 3.5082
H 3.0484 1.0944 0.8641
C -0.8706 -4.8798 0.0687
H -3.4054 -0.6472 -2.1715
H 1.6910 2.6304 4.4596
H -4.2191 2.2154 -1.6808
Cl 0.0548 2.5240 0.8525
O 2.1626 -0.8743 -0.1874
H -1.5493 -3.0187 4.1136
C -0.7295 -1.3785 5.7823
C 0.0507 -2.7385 -0.6061
C 0.1701 1.2644 5.7668
H -3.7672 2.5787 0.0257
H -3.0532 -1.3315 -0.5345
C 0.0413 3.9625 -4.8668
C 0.5780 3.6998 -3.5939
H -1.5401 -4.2141 0.6231
C 0.8701 -4.8008 -1.6836
H -1.2413 -2.3248 5.9216
N 0.5953 0.8773 4.4296
Cl -3.0082 0.3004 2.1663
H 2.9942 1.0063 -3.2900
H 0.7504 2.2387 -1.9845
C 0.1573 -0.2172 3.7894
N 0.0459 -4.0818 -0.7296
H 2.3126 1.3974 3.3045
H -2.0625 -1.7999 -1.9114
H 2.6503 -0.7772 -2.1705
H 1.4940 -4.0877 -2.2441
H -1.1351 -0.4502 -3.3216
C 2.6142 -0.3001 -1.1735
H 0.2300 -1.4342 6.3016
H -0.3013 -5.5159 0.7601
H 0.2334 -5.3723 -2.3793
C 1.4213 1.8627 3.7353
C 3.4419 1.6472 0.0076
C 3.5068 1.5281 -2.4725
H 0.2262 4.9160 -5.3723
C -1.8086 0.2257 -0.9613
Cr -1.2354 0.6386 0.8091
H -0.9203 1.3084 5.8680
H -0.1249 -2.7985 3.0508
H 1.1813 4.4776 -3.1105
H 0.6922 -2.2061 -1.3326
H 0.8359 2.3421 2.9418
H 0.6124 0.5968 6.5111
H -1.3560 -0.5971 6.2165
C -0.2952 1.4573 -3.7376
C -2.2737 1.5336 -1.0896
O -0.6334 -2.1435 0.2393
C -0.1363 -0.0038 -3.6379
H 3.2851 2.5943 -2.5492
H -1.7291 2.3841 -1.5341
S 0.5917 -0.4352 2.1267
C -0.7529 3.0046 -5.5096
H 0.5592 2.2635 5.9448
H -1.5242 0.9658 -5.3784
H 3.0686 2.6736 0.0415
C -3.7302 1.8273 -0.7744
C -2.6013 -0.9492 -1.4711
H 4.5954 1.3806 -2.5737
N -0.5720 -1.2027 4.3549
H -4.2704 0.9257 -0.4288
H -1.4455 -5.5368 -0.5955
H -1.1923 3.2011 -6.4882
```

Calculated values
Frontier orbital gap (spin up / spin down), eV: 4.71 / 5.62
Energy relative to the best compared isomer or geometry (same formula, charge and spin), eV: 2.340
LUMO level (spin up / spin down), eV: 2.74 / 2.74
Multiplicity: 5
Charge: -1